# 1
Computed, not measured: one molecule with the formula C19H18O2, with ωB97M-V/def2-TZVPD.

Structure (ORCA input):
```
! wB97M-V def2-TZVPD RIJCOSX def2/J DEFGRID3
* xyz 0 1
H 1.632 2.286 -1.034
H 3.936 1.475 -0.838
H 0.921 0.596 -0.593
C -1.160 2.203 0.725
H 3.067 -0.172 -1.378
H 4.299 -1.194 0.440
H -0.058 2.788 2.738
H 1.654 1.119 2.120
C 0.924 -2.746 0.209
C 0.138 2.736 1.572
C 1.734 1.394 -0.249
C -1.748 -3.615 -1.601
H 2.881 -0.584 1.529
C 3.199 0.627 -0.500
H 1.881 -2.410 0.833
H 0.322 3.864 1.234
C 3.724 -0.215 0.805
C -2.945 0.228 -0.309
H -4.812 1.027 -1.631
C -0.515 -1.940 0.320
C -1.599 0.628 0.600
C 1.537 1.932 1.286
H -1.751 4.458 -0.004
H -2.695 -3.898 -2.247
H 4.527 0.432 1.406
H 2.415 2.718 1.477
C -3.864 1.379 -1.038
C 1.045 -4.029 -0.846
C -0.302 -4.419 -1.708
C -3.251 -1.414 -0.400
H -0.219 -5.318 -2.489
C -3.445 2.995 -0.929
C -0.729 -0.610 1.313
C -2.079 3.318 -0.057
H 2.077 -4.608 -0.939
H -4.102 3.830 -1.472
O -0.274 -0.581 2.570
C -1.871 -2.344 -0.572
O -4.492 -1.939 -0.343
*
```

Values from the calculation:
- Energy above the lowest of the compared OMol25 structures with the same formula, charge and spin: 1945.0 kJ/mol
- Gap between HOMO and LUMO: 0.26944 Eh
- Structure (SMILES): CCCCCc1cccc2c1C(=O)c1ccccc1C2=O
- Electronic energy: -884.54310 Eh



# 2
Computed, not measured: C19H18O3OsS6Se4 as an isolated structure, with ωB97M-V/def2-TZVPD.

Structure (ORCA input):
```
! wB97M-V def2-TZVPD RIJCOSX def2/J DEFGRID3
* xyz 0 5
C -1.495 -0.716 -2.308
S 3.825 -0.824 -0.860
C -0.655 4.444 0.000
C -1.160 5.648 0.437
C -0.056 -5.539 0.679
H -2.976 1.450 -0.039
S 2.475 1.509 0.957
Se 1.300 1.115 -5.037
H -0.296 -5.843 2.823
C 0.002 -5.155 2.019
C -1.256 3.258 0.432
C -2.277 -0.343 -1.074
H -3.732 4.578 2.433
H -2.450 1.735 -1.716
O 4.341 -1.958 4.589
H -0.673 -2.561 -3.270
S 4.254 -2.259 1.913
C -2.313 3.308 1.362
C 0.084 -3.796 2.330
C -0.880 -2.117 -2.309
Se 3.749 2.441 -2.031
O 0.370 2.013 -1.370
H -0.636 -0.013 -2.310
H 0.608 -1.805 1.553
H -2.665 6.603 1.595
Se 2.181 -0.304 -3.537
C 0.268 -3.305 -0.006
C -2.866 4.555 1.740
C 4.025 -1.526 3.543
S -0.587 1.706 -0.227
C -2.249 1.181 -0.818
C -2.251 5.693 1.306
H -1.581 -2.817 -1.830
S 0.642 -2.173 -1.412
Os 2.310 0.749 -1.241
H -0.289 -6.565 0.400
O 0.791 -0.873 -0.674
H -3.363 -0.545 -1.206
H 0.145 4.462 -0.800
H -1.878 -0.843 -0.201
H -0.014 -3.384 3.299
C 3.083 0.024 1.679
H -0.768 6.516 -0.111
H -1.967 -0.591 -3.269
C 0.296 -2.829 1.332
C 3.638 -0.931 0.935
C 0.155 -4.652 -0.322
Se 2.398 3.833 -3.217
H 0.049 -5.052 -1.398
S 3.087 0.003 3.365
H -2.745 2.494 1.872
*
```

Values from the calculation:
- Gap between HOMO and LUMO (spin up / spin down): 0.25960 / 0.18997 Eh
- Electronic energy: -13046.00402 Eh



# 3
Computed, not measured: C19H19Br2N4O4S5Tm as an isolated structure, with ωB97M-V/def2-TZVPD.

Structure (ORCA input):
```
! wB97M-V def2-TZVPD RIJCOSX def2/J DEFGRID3
* xyz 0 3
Br -1.455 -3.395 1.234
H -0.181 -1.282 -4.488
H 4.146 -1.954 -1.485
H 0.794 -3.361 -3.684
S 3.582 -2.503 3.018
C -2.676 -2.141 0.547
H -5.070 0.925 -2.121
O 2.362 5.570 1.955
H 3.170 5.515 2.480
C -5.337 0.702 -1.089
C 0.822 4.225 0.818
H -4.328 -2.962 1.643
O -1.538 0.431 3.830
S 5.723 -1.848 4.976
C 0.713 -1.198 -3.872
H 2.740 1.058 1.694
N -0.538 -0.109 1.748
C -3.088 -0.373 -0.831
C -4.882 -1.282 0.413
H 3.595 3.223 2.508
C 0.961 -2.487 -3.050
H 4.644 -0.603 -2.516
C 4.781 -1.071 -1.542
C 3.353 -1.756 1.466
Br -1.195 2.695 -0.455
C 2.706 3.186 1.894
C 4.978 -1.618 3.528
S 2.038 -2.408 0.507
C -4.005 -2.209 0.942
Tm 0.325 -0.421 -0.275
N 0.118 -2.500 -1.836
C 1.991 4.334 1.562
O -0.633 0.057 -2.351
C 0.525 -0.173 -2.800
S 5.482 -0.472 2.342
H -5.923 -1.301 0.709
C -1.035 0.159 2.795
S 4.253 0.146 -0.329
N 1.147 1.848 0.665
N -2.215 -1.241 -0.306
H 0.318 -3.329 -1.284
H -0.868 -2.507 -2.078
H -5.282 1.631 -0.519
C 0.459 2.954 0.423
O 1.522 0.175 -2.103
C -4.434 -0.336 -0.501
H -2.672 0.314 -1.555
C 2.242 1.978 1.426
C 4.254 -0.800 1.145
H 1.579 -0.989 -4.496
H 1.994 -2.504 -2.701
H 0.225 5.093 0.591
H -6.376 0.374 -1.078
H 5.825 -1.349 -1.419
*
```

Values from the calculation:
- Energy above the lowest of the compared OMol25 structures with the same formula, charge and spin: 0.0 kJ/mol
- Gap between HOMO and LUMO (spin up / spin down): 0.27606 / 0.27608 Eh
- Electronic energy: -9479.80491 Eh